{
  "formula": "C23H33N3O4",
  "method": "ωB97M-V/def2-TZVPD",
  "max_force_ev_per_a": 0.747,
  "e_homo_ev": -9.07,
  "total_energy_ev": -37050.1423,
  "de_lowest_kcal_mol": 0.0,
  "orbital_gap_ev": 9.657,
  "smiles": "CC(C)(C)OC(=O)N1Cc2ccccc2C[C@H]1C(=O)NCC(=O)NC1CCCCC1",
  "symbols": ["C", "H", "H", "H", "C", "C", "H", "H", "H", "C", "H", "H", "H", "O", "C", "O", "N", "C", "C", "C", "C", "C", "C", "C", "C", "C", "H", "H", "H", "H", "H", "H", "H", "H", "C", "O", "N", "H", "C", "H", "H", "C", "O", "N", "H", "C", "C", "C", "C", "C", "C", "H", "H", "H", "H", "H", "H", "H", "H", "H", "H", "H", "H"],
  "xyz": [[-6.05, -0.39, -0.52], [-6.03, 0.62, -0.90], [-7.07, -0.65, -0.25], [-5.71, -1.07, -1.30], [-5.15, -0.51, 0.71], [-5.62, 0.44, 1.81], [-6.62, 0.18, 2.13], [-5.62, 1.47, 1.45], [-4.95, 0.38, 2.67], [-5.12, -1.95, 1.23], [-6.11, -2.25, 1.55], [-4.78, -2.62, 0.45], [-4.44, -2.02, 2.08], [-3.81, -0.06, 0.41], [-3.09, -0.68, -0.54], [-3.44, -1.63, -1.20], [-1.88, -0.07, -0.71], [-0.92, -0.70, -1.58], [-0.32, 0.35, -2.52], [0.16, 1.56, -1.76], [1.12, 2.39, -2.31], [1.55, 3.53, -1.64], [1.02, 3.83, -0.40], [0.06, 3.00, 0.16], [-0.38, 1.87, -0.51], [-1.43, 1.01, 0.14], [-2.30, 1.63, 0.39], [-1.02, 0.61, 1.08], [-0.35, 3.23, 1.13], [1.35, 4.71, 0.13], [2.29, 4.17, -2.09], [1.54, 2.15, -3.28], [0.51, -0.08, -3.09], [-1.09, 0.67, -3.23], [0.14, -1.46, -0.79], [0.34, -1.30, 0.40], [0.82, -2.36, -1.52], [0.64, -2.43, -2.51], [1.76, -3.31, -0.95], [1.87, -4.15, -1.64], [1.35, -3.66, 0.00], [3.15, -2.70, -0.69], [4.14, -3.05, -1.31], [3.14, -1.80, 0.30], [2.24, -1.54, 0.70], [4.32, -1.09, 0.74], [4.56, 0.16, -0.11], [3.47, 1.20, 0.10], [3.38, 1.59, 1.58], [3.09, 0.35, 2.43], [4.17, -0.71, 2.22], [3.93, -1.60, 2.80], [5.13, -0.32, 2.57], [2.11, -0.04, 2.16], [3.06, 0.63, 3.48], [2.60, 2.33, 1.72], [4.33, 2.03, 1.89], [3.67, 2.09, -0.50], [2.50, 0.80, -0.22], [4.60, -0.13, -1.16], [5.53, 0.59, 0.16], [5.16, -1.77, 0.61], [-1.49, -1.44, -2.17]],
  "nbo_charge": [-0.645, 0.210, 0.214, 0.242, 0.276, -0.614, 0.214, 0.213, 0.215, -0.645, 0.213, 0.242, 0.212, -0.535, 0.917, -0.675, -0.447, -0.130, -0.412, -0.057, -0.191, -0.214, -0.212, -0.216, 0.048, -0.256, 0.233, 0.225, 0.210, 0.216, 0.216, 0.210, 0.216, 0.229, 0.686, -0.656, -0.599, 0.404, -0.312, 0.229, 0.222, 0.667, -0.630, -0.643, 0.433, -0.051, -0.405, -0.406, -0.398, -0.405, -0.403, 0.212, 0.205, 0.200, 0.209, 0.209, 0.190, 0.212, 0.201, 0.218, 0.199, 0.223, 0.266]
}